C4H12O3 | wB97M-V/def2-TZVPD

Structure (XYZ):
```
19
Properties=species:S:1:pos:R:3:forces:R:3:lowdin_spin:R:1
H 1.19994 -1.96172 1.42031 -0.2 -0.3 -0.6 0.01
H 2.45619 -0.92709 -0.21940 0.1 0.7 0.6 0.01
C 1.40871 -0.61708 -0.26471 -1.6 -2.5 -0.9 0.02
H 0.19500 1.58142 0.65664 -0.3 0.2 -0.1 0.00
O 0.92802 -1.18229 -1.50562 0.1 1.2 0.2 0.02
C 0.52423 -1.42355 0.73426 1.4 0.3 1.0 0.04
O -0.78991 1.53572 0.68888 0.6 0.3 0.8 0.49
H 1.23648 0.46435 -0.20464 0.5 0.1 -0.2 0.01
H 0.74275 -0.01899 2.18904 -0.4 0.2 0.1 0.01
O -0.71886 1.37498 -2.55588 0.0 0.1 1.0 0.00
H 1.36732 -0.75605 -2.24683 0.2 0.0 -0.3 0.00
H -1.76224 0.83814 2.35083 -0.5 0.4 0.3 0.09
H -2.01206 0.10304 0.81662 -0.1 0.0 0.7 0.09
H -1.31825 1.87362 -1.98419 -0.2 0.3 -0.6 0.00
C -1.17002 0.49645 1.49224 -0.1 -1.6 -2.0 0.19
H -0.01834 -2.15761 0.14621 -0.6 0.2 0.3 0.00
H -0.42217 -1.08302 2.74278 -0.6 -0.5 -0.2 0.00
C -0.16545 -0.55539 1.83303 1.5 1.3 0.5 0.04
H -0.27053 0.84929 -1.87980 0.2 -0.4 -0.5 0.00
```
Positions in Å, forces in eV/Å.

Results
HOMO energy (spin up / spin down) = -14.9 / -14.8 eV
Charge = +1
Energy above the lowest of the compared OMol25 structures with the same formula, charge and spin = 279.9 kJ/mol
Kohn-Sham gap (spin up / spin down) = 11.36 / 4.63 eV
Multiplicity = 2
⟨S²⟩ = 0.7544